No. 1
{
  "formula": "C30H34FeN",
  "method": "ωB97M-V with the def2-TZVPD basis set",
  "species": ["C", "C", "C", "C", "C", "C", "C", "C", "C", "C", "C", "C", "C", "N", "C", "C", "C", "C", "C", "H", "H", "H", "H", "H", "H", "H", "H", "H", "H", "H", "H", "H", "H", "H", "H", "H", "H", "H", "H", "H", "C", "C", "C", "C", "C", "C", "C", "Fe", "C", "C", "C", "C", "C", "H", "H", "H", "H", "H", "H", "H", "H", "H", "H", "H", "H", "H"],
  "coordinates": [[4.42591, -0.26218, 1.51759], [4.30110, 1.11811, 1.38308], [3.09492, 1.77555, 1.73911], [2.95647, 3.17500, 1.62077], [1.77270, 3.80801, 1.98536], [0.71344, 3.04999, 2.51628], [0.79327, 1.66964, 2.66562], [-0.33474, 0.87139, 3.29825], [-1.19629, 0.19870, 2.22895], [-2.44041, -0.51613, 2.74267], [-3.70396, 0.18923, 2.18180], [-3.65341, 1.66544, 2.65429], [-2.43123, 2.31208, 2.03905], [-1.59024, 1.25320, 1.31348], [-2.37471, 0.79265, 0.15073], [-3.69138, 0.23893, 0.63116], [1.98528, 0.99160, 2.25322], [2.13632, -0.41249, 2.32540], [3.33528, -1.02718, 1.99014], [5.36199, -0.75701, 1.25812], [5.13082, 1.72467, 1.01472], [3.80272, 3.74719, 1.23859], [1.66786, 4.88686, 1.88591], [-0.18604, 3.58620, 2.82304], [0.08469, 0.09434, 3.95090], [-0.97783, 1.51662, 3.92108], [-0.56489, -0.51220, 1.66657], [-2.39564, -1.57116, 2.44326], [-2.45638, -0.47389, 3.83926], [-4.60950, -0.29650, 2.55514], [-4.54710, 2.20582, 2.32112], [-3.59287, 1.72355, 3.74786], [-2.72819, 3.03834, 1.26638], [-1.84504, 2.81502, 2.80894], [-2.54942, 1.68828, -0.45470], [-1.80767, 0.06785, -0.44574], [-3.87670, -0.73325, 0.17618], [-4.49800, 0.90080, 0.30436], [1.29408, -1.01252, 2.66920], [3.42597, -2.11114, 2.09989], [-3.06124, -3.03559, -0.14737], [-1.68704, -2.97962, -0.66515], [-1.36650, -2.79317, -2.02055], [-0.24264, -3.39512, -2.76436], [-0.10376, -2.71570, -4.03009], [-1.17983, -1.74649, -4.13993], [-1.98901, -1.82907, -2.94627], [-1.89266, -3.55634, -3.83418], [-3.70072, -4.31904, -3.64498], [-2.70179, -5.36558, -3.80684], [-1.99755, -5.12544, -5.05655], [-2.55650, -3.93090, -5.66833], [-3.60804, -3.43086, -4.79692], [-3.36513, -3.98054, 0.33786], [-3.15268, -2.25815, 0.61846], [-3.79142, -2.87038, -0.95297], [-0.86807, -3.20783, 0.00509], [0.42192, -4.11313, -2.30444], [0.72556, -2.83582, -4.71982], [-1.30828, -1.01936, -4.93378], [-2.84968, -1.23190, -2.64982], [-4.45588, -4.27903, -2.86397], [-2.60437, -6.24603, -3.17246], [-1.28712, -5.80551, -5.52051], [-2.31705, -3.55036, -6.66196], [-4.27910, -2.60105, -5.01038]],
  "forces_ev_per_angstrom": [[-1.3, -2.5, 0.8], [-0.8, 1.5, 0.1], [0.3, -0.5, 0.0], [1.6, -1.0, -0.5], [-3.2, -0.2, 1.4], [1.4, 3.7, -1.0], [0.2, -2.5, 0.6], [0.5, 0.0, 0.1], [0.1, 0.2, -0.6], [-0.5, -0.3, 0.2], [0.4, 0.4, 0.0], [-0.6, -0.6, 0.2], [0.9, -0.9, -1.3], [-0.2, 2.0, -0.3], [0.8, 0.6, 0.6], [-1.1, -0.5, 0.3], [0.4, -0.3, -0.2], [-1.5, 1.5, 0.4], [3.1, 0.1, -1.1], [-0.3, 0.1, 0.1], [-0.2, -0.2, 0.1], [-0.2, -0.1, 0.1], [0.0, -0.2, 0.0], [0.4, -0.2, -0.1], [-0.1, 0.2, 0.0], [0.4, -0.3, -0.1], [-0.2, 0.3, 0.1], [-0.2, 0.1, 0.2], [-0.2, -0.2, -0.1], [0.0, 0.0, -0.1], [-0.1, -0.2, 0.2], [-0.2, -0.1, -0.1], [0.3, -0.1, 0.3], [-0.1, 0.0, -0.5], [0.2, -0.2, -0.2], [0.1, 0.1, 0.2], [-0.2, 0.2, 0.2], [-0.2, -0.1, 0.1], [0.3, 0.1, -0.1], [0.0, 0.4, -0.1], [-0.6, 0.3, 0.1], [0.0, -1.0, 0.3], [1.3, 0.8, -1.9], [-0.2, 1.7, 0.8], [-0.1, 0.8, 1.1], [0.9, 0.1, 1.2], [1.3, 0.1, 0.9], [-0.1, 0.4, -0.7], [0.0, -0.8, -1.3], [-0.9, 0.1, -1.0], [-1.4, -0.1, 0.0], [-1.1, -1.1, 0.4], [-0.2, -1.7, -0.3], [0.5, 0.1, -0.1], [-0.3, -0.4, 0.0], [0.1, 0.2, 0.3], [0.0, -0.1, 0.0], [-0.1, -0.1, -0.3], [-0.4, -0.2, -0.1], [-0.2, -0.4, -0.1], [0.2, -0.2, -0.4], [0.4, 0.2, -0.1], [0.2, 0.5, -0.1], [0.1, 0.4, 0.3], [0.2, 0.1, 0.6], [0.5, -0.1, 0.2]],
  "s_squared": 6.0633,
  "total_charge": -1,
  "multiplicity": 5,
  "gap_ev": [1.60, 5.70]
}

No. 2
{
  "formula": "C30H34FeN6O3S2Se",
  "method": "ωB97M-V with the def2-TZVPD basis set",
  "species": ["Fe", "O", "C", "C", "C", "C", "C", "C", "C", "N", "N", "C", "O", "C", "C", "C", "C", "C", "C", "H", "H", "H", "H", "H", "H", "H", "H", "H", "H", "C", "N", "C", "C", "N", "C", "C", "Se", "H", "H", "H", "H", "H", "H", "H", "H", "S", "C", "N", "C", "C", "N", "H", "H", "H", "H", "H", "H", "C", "C", "C", "C", "C", "C", "C", "S", "C", "O", "H", "H", "H", "H", "H", "H", "H", "H", "H", "H"],
  "coordinates": [[0.40196, 0.62068, -0.19826], [1.94876, 0.21764, 1.09449], [1.81476, -0.62067, 2.08258], [2.10641, -0.34571, 3.46139], [1.85796, -1.30937, 4.42969], [1.56366, -2.66126, 4.12965], [1.25682, -2.95446, 2.84155], [1.29038, -1.95980, 1.84044], [0.59132, -2.23367, 0.66661], [0.00691, -1.31668, -0.13478], [-0.73984, -1.73459, -1.15355], [-0.97977, -0.76820, -2.06954], [-0.46262, 0.39580, -2.02652], [-2.00059, -1.07969, -3.05778], [-2.46446, -2.37526, -3.29665], [-3.54756, -2.53510, -4.16016], [-4.20628, -1.45194, -4.69739], [-3.73370, -0.15645, -4.44879], [-2.62181, 0.01356, -3.66713], [2.41998, 0.63747, 3.82020], [1.89258, -1.01375, 5.47167], [1.59406, -3.44939, 4.86150], [0.89637, -3.99454, 2.54415], [0.38496, -3.27808, 0.34678], [-2.00103, -3.25482, -2.80740], [-3.86947, -3.54869, -4.39505], [-5.12058, -1.61829, -5.29269], [-4.24800, 0.67112, -4.93455], [-2.21324, 0.98410, -3.38014], [3.78184, -4.08759, -0.57468], [4.60085, -3.06810, -0.02294], [5.46754, -3.22920, 1.08113], [5.90197, -1.98462, 1.40685], [5.25027, -1.07493, 0.56346], [5.29414, 0.35022, 0.63397], [4.47013, -1.74342, -0.33683], [3.70730, -1.00152, -1.84036], [2.69658, -3.93471, -0.30534], [4.13525, -5.06389, -0.22563], [3.81146, -3.99062, -1.64793], [5.69728, -4.20295, 1.51958], [6.57298, -1.60143, 2.14953], [6.01488, 0.67829, 1.39337], [4.30280, 0.79614, 0.82435], [5.63576, 0.71504, -0.34290], [1.71698, 2.86363, -1.03746], [1.57231, 2.55289, -2.67160], [2.39546, 1.82203, -3.43287], [2.09401, 1.96067, -4.85806], [0.79238, 2.78090, -4.83495], [0.68818, 3.20842, -3.45705], [3.10177, 1.20613, -3.04393], [2.00852, 1.01283, -5.37423], [2.84306, 2.57704, -5.37079], [-0.05607, 2.12504, -5.16701], [0.81238, 3.61541, -5.53847], [-0.13824, 3.62879, -3.02031], [-5.55060, 4.23632, 4.57618], [-4.58603, 3.38294, 3.86871], [-4.29849, 3.49762, 2.51399], [-3.39754, 2.58898, 1.90460], [-2.86592, 1.54476, 2.65792], [-3.09609, 1.46407, 4.03178], [-3.90102, 2.41137, 4.61006], [-2.03859, 0.28529, 1.78255], [-3.28223, -0.13332, 0.51835], [-1.00035, 1.14223, 0.93602], [-5.75099, 5.21982, 4.10572], [-5.29399, 4.46486, 5.61817], [-6.58558, 3.74431, 4.50494], [-4.77603, 4.24257, 1.88078], [-3.22285, 2.72373, 0.85156], [-2.59908, 0.72643, 4.64514], [-4.08311, 2.38906, 5.69349], [-3.51771, 0.68207, -0.18339], [-4.19099, -0.34891, 1.11018], [-2.95253, -1.05462, 0.03408]],
  "forces_ev_per_angstrom": [[2.9, 0.7, -0.8], [-0.1, 0.1, 1.0], [-0.3, -0.7, -0.1], [-0.5, -0.2, 0.0], [0.4, -0.4, -0.1], [0.2, 0.8, 0.4], [-0.4, -1.1, -1.4], [0.6, 1.1, 1.3], [-2.7, 0.7, -4.2], [2.5, -2.1, 2.8], [-1.4, -0.2, -2.4], [1.0, -1.6, 2.4], [0.0, 0.5, -0.2], [-0.7, -0.3, -0.5], [0.1, -0.2, -0.1], [0.3, -0.8, 0.3], [-0.5, 0.4, -0.4], [-0.7, -0.4, -0.9], [0.5, 0.3, 0.6], [-0.2, -0.1, -0.5], [0.4, 0.0, 0.0], [-0.2, 0.1, 0.4], [0.6, 1.4, 0.4], [0.1, 0.5, 0.4], [-0.2, 0.8, -0.4], [-0.1, 0.2, 0.1], [0.7, 0.2, 0.2], [0.2, 0.0, 0.3], [-0.2, -0.1, -0.4], [-1.5, -0.5, -0.1], [0.6, 0.9, 1.4], [-0.2, 0.6, -0.5], [-0.9, 0.3, -0.5], [-0.3, -1.6, 0.2], [0.3, 1.3, -0.4], [1.0, -0.1, 0.3], [-0.3, -0.4, 0.1], [1.1, -0.2, 0.0], [-0.1, 0.2, -0.2], [0.1, -0.3, -0.5], [-0.2, 0.5, -0.3], [0.1, -0.2, 0.2], [-0.2, -0.3, -0.1], [0.3, -0.4, 0.0], [-0.1, 0.1, 0.2], [-0.2, -0.4, 0.8], [0.4, 0.5, -0.3], [-0.3, -0.1, -0.3], [0.3, 0.8, 0.2], [-1.3, -1.0, -0.9], [-0.3, 0.0, 0.2], [-0.1, 0.2, 0.1], [-0.1, -0.2, 0.1], [0.2, -0.3, 0.2], [0.4, 0.5, 0.5], [0.1, 0.0, 0.2], [0.7, -0.4, -0.4], [-2.5, 0.9, -0.2], [1.1, -0.3, -0.1], [0.7, -0.8, -0.5], [-1.3, 0.8, 1.0], [-0.7, 0.6, -0.3], [0.5, 0.0, -0.5], [-0.7, 0.3, 0.8], [1.8, 0.9, -2.2], [-0.8, -0.2, 1.0], [-2.7, -0.1, 2.4], [0.5, -0.5, 0.0], [-0.1, -0.4, -0.2], [1.4, 0.5, 0.5], [0.1, 0.0, 0.3], [0.3, -0.3, -0.2], [0.0, -0.2, -0.1], [0.2, -0.1, -0.5], [0.5, -0.2, 0.3], [0.3, 0.0, -0.3], [0.2, 0.2, -0.1]],
  "s_squared": 6.0159,
  "multiplicity": 5,
  "gap_ev": [6.53, 6.47]
}

No. 3
{
  "formula": "C30H34GeNO4S5Sc",
  "method": "ωB97M-V with the def2-TZVPD basis set",
  "species": ["Sc", "C", "C", "O", "C", "C", "O", "C", "C", "O", "C", "C", "O", "H", "H", "H", "H", "H", "H", "H", "H", "H", "H", "H", "H", "H", "H", "H", "H", "S", "C", "S", "C", "C", "S", "S", "S", "C", "Ge", "C", "C", "C", "C", "C", "C", "C", "C", "C", "C", "C", "C", "C", "C", "C", "C", "C", "C", "H", "H", "H", "H", "H", "H", "H", "H", "H", "H", "H", "H", "H", "H", "H", "N", "H", "H", "H"],
  "coordinates": [[0.35151, 0.07357, -0.38766], [-0.28923, 0.98404, 2.85518], [-1.55474, 0.21612, 2.58993], [-1.33409, -1.16443, 2.88429], [-2.22061, -2.02669, 2.20244], [-1.99421, -2.08377, 0.69160], [-0.61306, -2.10202, 0.34105], [0.13569, -3.16307, 0.89570], [1.59012, -2.86014, 0.59922], [1.85250, -1.51407, 0.92953], [2.07518, -1.22301, 2.28931], [1.99152, 0.28325, 2.36822], [0.72008, 0.70269, 1.87650], [0.10753, 0.74781, 3.84830], [-0.51588, 2.05241, 2.80182], [-1.81591, 0.38386, 1.52518], [-2.34926, 0.61004, 3.24157], [-3.26678, -1.72689, 2.36353], [-2.09123, -3.00551, 2.67203], [-2.36078, -1.18388, 0.17994], [-2.49266, -2.98001, 0.29421], [-0.15910, -4.12102, 0.44615], [-0.03352, -3.22132, 1.97571], [1.79508, -2.93322, -0.46940], [2.25436, -3.53890, 1.14722], [3.07023, -1.57176, 2.59399], [1.30665, -1.67891, 2.92604], [2.74827, 0.70816, 1.70496], [2.15080, 0.64491, 3.38758], [5.61148, 0.92614, -6.14169], [4.80176, 0.51710, -4.73270], [3.21809, -0.11690, -4.67296], [3.04180, -0.33794, -2.93695], [4.11831, 0.05058, -2.19814], [4.43139, 0.03134, -0.48999], [5.45386, 0.67938, -3.16126], [1.50612, -1.09391, -2.52429], [-1.43718, 0.76692, -0.60928], [-2.20679, 2.25843, -1.33504], [-1.11055, 3.95174, -1.15670], [-0.46929, 4.57842, -2.22627], [0.42534, 5.62819, -2.03168], [0.69140, 6.09056, -0.75115], [0.05509, 5.49201, 0.33192], [-0.82523, 4.43865, 0.12342], [-2.55584, 2.25694, -3.30699], [-1.80463, 1.36190, -4.07335], [-1.92466, 1.32241, -5.45738], [-2.81340, 2.17214, -6.10521], [-3.57884, 3.05860, -5.35930], [-3.44443, 3.09810, -3.97463], [-3.95491, 2.92445, -0.55524], [-4.78511, 2.01034, 0.09403], [-5.98730, 2.39531, 0.67506], [-6.38854, 3.72539, 0.62622], [-5.57521, 4.65721, -0.00544], [-4.37554, 4.25525, -0.58477], [-0.65798, 4.22747, -3.23626], [0.92412, 6.07840, -2.88323], [1.39361, 6.90162, -0.59512], [0.25547, 5.84392, 1.33906], [-1.29619, 3.96070, 0.97905], [-1.12243, 0.68667, -3.56185], [-1.32011, 0.62755, -6.02984], [-2.90826, 2.14438, -7.18548], [-4.27894, 3.72247, -5.85690], [-4.05013, 3.79814, -3.40606], [-4.45678, 0.97473, 0.14761], [-6.61181, 1.66031, 1.17348], [-7.32372, 4.03368, 1.08137], [-5.87425, 5.69998, -0.04251], [-3.74346, 5.00064, -1.05974], [1.67635, 1.92256, -0.86112], [1.38689, 2.77674, -0.39510], [1.53494, 2.07088, -1.85661], [2.66864, 1.72849, -0.69875]],
  "forces_ev_per_angstrom": [[0.0, 0.1, 0.0], [0.0, 0.0, 0.0], [0.0, 0.0, 0.0], [0.0, 0.0, 0.0], [0.0, 0.0, 0.0], [0.0, 0.0, 0.0], [0.0, 0.0, 0.0], [0.0, 0.0, 0.0], [0.0, 0.0, 0.0], [0.1, 0.0, 0.0], [0.0, 0.0, 0.0], [0.0, 0.0, 0.0], [0.0, 0.0, 0.0], [0.0, 0.0, 0.0], [0.0, 0.0, 0.0], [0.0, 0.0, 0.0], [0.0, 0.0, 0.0], [0.0, 0.0, 0.0], [0.0, 0.0, 0.0], [0.0, 0.0, 0.0], [0.0, 0.0, 0.0], [0.0, 0.0, 0.0], [0.0, 0.0, 0.0], [0.0, 0.0, 0.0], [0.0, 0.0, 0.0], [0.0, 0.0, 0.0], [0.0, 0.0, 0.0], [0.0, 0.0, 0.0], [0.0, 0.0, 0.0], [0.0, 0.0, 0.0], [0.0, 0.0, 0.0], [0.0, 0.0, 0.0], [0.0, 0.0, 0.0], [0.0, 0.0, 0.0], [0.0, 0.0, 0.1], [0.0, 0.0, 0.0], [0.1, 0.0, 0.1], [0.0, -0.1, 0.0], [0.0, 0.1, 0.0], [0.0, 0.0, 0.0], [0.0, 0.0, 0.0], [0.0, 0.0, 0.0], [0.0, 0.0, 0.0], [0.0, 0.0, 0.0], [0.0, 0.0, 0.0], [0.1, -0.1, 0.0], [-0.1, 0.0, 0.0], [0.0, 0.0, 0.0], [0.0, 0.0, 0.0], [0.0, 0.0, 0.0], [0.0, 0.0, 0.0], [0.0, 0.0, 0.0], [0.0, 0.0, 0.0], [0.0, 0.0, 0.0], [0.0, 0.0, 0.0], [0.0, 0.0, 0.0], [0.0, 0.0, 0.0], [0.0, 0.0, 0.0], [0.0, 0.0, 0.0], [0.0, 0.0, 0.0], [0.0, 0.0, 0.0], [0.0, 0.0, 0.0], [0.0, 0.0, 0.0], [0.0, 0.0, 0.0], [0.0, 0.0, 0.0], [0.0, 0.0, 0.0], [0.0, 0.0, 0.0], [0.0, 0.0, 0.0], [0.0, 0.0, 0.0], [0.0, 0.0, 0.0], [0.0, 0.0, 0.0], [0.0, 0.0, 0.0], [0.0, 0.0, 0.0], [0.0, 0.0, 0.0], [0.0, 0.0, 0.0], [0.0, 0.0, 0.0]],
  "total_charge": -2,
  "gap_ev": 4.12
}

In order of appearance, electronic energy = -67531.9140 -168148.6837 -172733.6259 eV.
In order of appearance, relative energy (zero: lowest compared OMol25 entry of this formula, charge and spin) = 0.0 27.0 148.5 kJ/mol.